(1)
Here is C24H63N3O12 as an isolated structure at a distorted geometry from the Open Molecules 2025 dataset. Energies are from ωB97M-V with the def2-TZVPD basis set.

* spin multiplicity: 1
* E_HOMO: -6.5 eV
* F_max: 0.3750 Eh/bohr
* E_LUMO: 0.3 eV
* DFT total energy: -2017.10110 Eh
* Kohn-Sham gap: 6.9 eV
* ΔE to the lowest compared entry with this formula, charge and spin: 56.842 eV
* charge: 0

Geometry as XYZ:
```
102
C24H63N3O12 ωB97M-V with the def2-TZVPD basis set
C 3.08 1.25 0.87
O 2.97 0.52 -0.37
C 2.34 -0.74 -0.14
C 3.36 -1.74 0.54
N 4.56 -2.02 -0.25
C 5.78 -1.96 0.63
C 6.94 -1.68 -0.40
O 6.56 -0.54 -1.23
C 7.63 0.06 -1.86
H 3.32 2.28 0.60
H 3.91 0.78 1.40
H 2.27 1.32 1.60
H 1.96 -1.17 -1.06
H 1.50 -0.50 0.52
H 2.86 -2.71 0.60
H 3.38 -1.30 1.54
H 4.61 -1.20 -0.84
H 5.82 -2.99 0.99
H 5.78 -1.29 1.49
H 6.94 -2.57 -1.02
H 7.89 -1.56 0.11
H 7.40 1.01 -2.34
H 7.68 -0.66 -2.69
H 8.49 0.22 -1.20
C -0.77 -3.06 -2.29
O -1.55 -2.56 -1.16
C -1.87 -3.57 -0.10
C -2.59 -3.02 1.21
N -3.80 -2.43 0.86
C -4.52 -1.80 1.94
C -3.97 -0.48 2.49
O -4.77 0.40 3.25
C -4.92 0.04 4.62
H -0.50 -2.16 -2.84
H -1.36 -3.80 -2.83
H 0.10 -3.66 -2.02
H -0.91 -4.09 -0.02
H -2.57 -4.23 -0.62
H -1.89 -2.31 1.64
H -2.71 -3.92 1.81
H -3.72 -1.82 0.06
H -4.63 -2.43 2.82
H -5.54 -1.70 1.56
H -3.64 0.13 1.65
H -3.08 -0.58 3.11
H -4.02 -0.12 5.21
H -5.53 -0.85 4.72
H -5.56 0.83 5.03
C -5.10 -0.29 -1.12
O -4.03 0.24 -0.27
C -2.79 0.05 -0.78
C -1.70 0.00 0.29
N -0.43 0.28 -0.37
C 0.67 0.24 0.50
C 1.05 -1.15 0.98
O 1.53 -2.04 -0.05
C 1.95 -3.25 0.48
H -4.90 -1.35 -1.25
H -5.12 0.36 -1.99
H -6.07 -0.15 -0.62
H -2.52 0.84 -1.48
H -2.78 -0.96 -1.20
H -1.90 -0.94 0.81
H -1.90 0.76 1.04
H -0.28 -0.59 -0.86
H 0.51 0.91 1.34
H 1.59 0.73 0.17
H 0.14 -1.51 1.47
H 1.74 -1.21 1.83
H 2.59 -3.73 -0.26
H 1.12 -3.89 0.78
H 2.69 -3.11 1.27
C 1.67 2.59 0.75
C 3.02 3.34 0.84
O 2.91 4.67 0.39
O 0.83 2.57 1.88
H 1.93 1.54 0.61
H 1.15 2.99 -0.12
H 3.69 2.86 0.12
H 3.51 3.40 1.81
H 2.42 5.27 0.97
H 1.35 2.10 2.53
C -4.49 2.69 -2.54
C -3.22 2.33 -1.72
O -2.93 3.20 -0.72
O -4.20 3.61 -3.54
H -5.35 3.06 -1.98
H -4.96 1.89 -3.10
H -2.35 2.07 -2.32
H -3.53 1.48 -1.11
H -3.68 3.20 -0.12
H -4.73 3.43 -4.32
C -0.48 2.09 -1.22
C 0.12 3.46 -1.58
O -0.54 4.02 -2.71
O 0.22 0.96 -1.88
H -1.52 2.00 -1.53
H -0.43 1.98 -0.13
H 1.16 3.50 -1.89
H -0.03 4.15 -0.75
H -0.27 3.53 -3.49
H -0.05 0.17 -1.41
```


(2)
Here is a 9-piece molecular cluster, C4H26NO10 overall at a distorted geometry from the Open Molecules 2025 dataset. Energies are from ωB97M-V with the def2-TZVPD basis set.

* spin multiplicity: 2
* E_HOMO (spin up / spin down): -17.0 / -17.0 eV
* F_max: 0.3832 Eh/bohr
* E_LUMO (spin up / spin down): -8.5 / -13.2 eV
* DFT total energy: -974.29000 Eh
* Kohn-Sham gap (spin up / spin down): 8.5 / 3.8 eV
* ΔE to the lowest compared entry with this formula, charge and spin: 1.758 eV
* <S²>: 0.757
* charge: +2

Geometry as XYZ:
```
41
C4H26NO10 ωB97M-V with the def2-TZVPD basis set
O 0.86 1.31 -1.45
C 0.91 2.34 -0.58
C -0.46 2.55 -0.01
N -0.76 1.29 0.90
C -0.13 1.60 2.24
C -0.26 0.43 3.29
O 1.88 3.05 -0.44
H 1.64 1.68 -2.29
H -1.15 2.71 -0.78
H -0.83 3.35 0.57
H -0.39 0.49 0.36
H -1.76 1.04 0.95
H 1.05 1.54 2.29
H -0.62 2.54 2.45
H -0.01 -0.57 3.00
H 0.29 0.59 4.21
H -1.29 0.24 3.80
H 2.32 0.31 -3.48
H 3.40 1.22 -3.14
O 2.47 1.26 -3.39
H -2.17 1.46 -3.80
H -0.86 0.90 -4.32
O -1.21 1.62 -3.75
H 3.29 -0.21 -0.01
H 4.43 -1.10 0.41
O 4.14 -0.08 0.40
H 0.34 -1.93 -2.40
H 0.53 -0.41 -2.35
O 0.48 -1.18 -3.03
H 2.15 -3.57 -0.98
H 1.03 -3.48 -2.16
O 1.31 -3.38 -1.23
H -2.23 -3.11 0.02
H -0.88 -3.85 0.20
O -1.25 -3.05 -0.09
H -1.77 -3.04 2.62
H -1.89 -2.08 3.73
O -1.95 -2.14 2.96
H -3.21 -0.64 1.32
H -4.18 0.13 2.11
O -3.25 0.18 1.80
```


(3)
Here is a single C5H8O molecule from the Open Molecules 2025 dataset. Energies are from ωB97M-V with the def2-TZVPD basis set.

* spin multiplicity: 1
* E_HOMO: -9.3 eV
* F_max: 0.0072 Eh/bohr
* E_LUMO: 1.2 eV
* DFT total energy: -270.47635 Eh
* Kohn-Sham gap: 10.4 eV
* ΔE to the lowest compared entry with this formula, charge and spin: 2.219 eV
* charge: 0

Geometry as XYZ:
```
14
C5H8O ωB97M-V with the def2-TZVPD basis set
C -1.01 -1.11 -0.07
C -2.03 -0.38 0.37
C 0.41 1.57 -0.52
C 1.31 0.80 0.09
C 1.30 -0.71 0.15
O 0.11 -1.27 0.69
H -1.01 -1.60 -1.04
H -0.44 1.15 -1.06
H -2.93 -0.24 -0.22
H -1.95 0.14 1.32
H 0.47 2.65 -0.48
H 2.13 1.29 0.61
H 2.09 -1.04 0.83
H 1.51 -1.15 -0.84
```


(4)
Here is an isolated ion of composition C3H7NO and charge +1 at a distorted geometry from the Open Molecules 2025 dataset. Energies are from ωB97M-V with the def2-TZVPD basis set.

* spin multiplicity: 2
* E_HOMO (spin up / spin down): -16.9 / -16.7 eV
* F_max: 0.0526 Eh/bohr
* E_LUMO (spin up / spin down): -4.3 / -9.0 eV
* DFT total energy: -248.16032 Eh
* Kohn-Sham gap (spin up / spin down): 12.6 / 7.7 eV
* ΔE to the lowest compared entry with this formula, charge and spin: 0.234 eV
* <S²>: 0.755
* charge: +1

Geometry as XYZ:
```
12
C3H7NO ωB97M-V with the def2-TZVPD basis set
C 1.35 0.06 -0.63
C -0.06 0.52 -0.90
N -0.96 0.45 0.06
C -0.87 -0.53 1.20
O -0.30 1.02 -2.03
H 2.03 0.54 -1.38
H 1.76 0.21 0.36
H 1.56 -0.97 -0.97
H -1.90 0.80 -0.08
H -1.49 -0.11 2.00
H 0.16 -0.53 1.53
H -1.28 -1.46 0.85
```